(1)
{
  "formula": "C26H28BF4N8S3Sn",
  "method": "ωB97M-V/def2-TZVPD",
  "elements": ["Sn", "S", "S", "S", "F", "F", "F", "F", "N", "N", "N", "N", "N", "N", "N", "N", "C", "C", "C", "C", "C", "C", "C", "C", "C", "C", "C", "C", "C", "C", "C", "C", "C", "C", "C", "C", "C", "C", "C", "C", "C", "C", "B", "H", "H", "H", "H", "H", "H", "H", "H", "H", "H", "H", "H", "H", "H", "H", "H", "H", "H", "H", "H", "H", "H", "H", "H", "H", "H", "H", "H"],
  "coordinates": [[-0.08249, -1.50361, 0.09672], [1.44284, -3.63200, -0.66707], [-1.27676, -2.40152, -2.08364], [-0.27768, 5.01284, 1.97149], [4.53153, 1.99619, 2.51328], [6.14322, 0.60059, 3.38682], [4.09140, 0.78829, 4.41713], [4.25676, -0.27348, 2.38682], [-2.40298, 0.16796, 0.87643], [-0.84004, 0.00812, 2.81559], [1.64323, -0.47741, -1.20303], [-4.63042, -7.39604, -0.93839], [1.00935, 0.93512, 1.28073], [-1.02415, 0.57763, -1.30343], [-1.86766, 3.13724, 1.28769], [-1.30460, -8.87920, 0.93800], [2.65040, 0.26879, -0.42037], [-2.00178, -0.30574, 3.16339], [-1.29441, -7.84717, 0.43152], [-0.13241, -5.78633, -0.15890], [-5.12778, 0.22427, 1.02326], [2.06103, 1.41137, 0.39640], [-2.80636, 1.93027, -2.32044], [-1.22241, -4.00086, -1.36252], [-1.39634, 4.44560, 3.12982], [-2.37172, -4.79283, -1.41217], [-0.04429, 1.12205, -2.21925], [-0.90643, 3.88920, 0.84643], [-2.99143, -0.09807, 2.03434], [-2.23242, 0.96704, -1.32057], [-4.37659, -0.08763, 2.15083], [-2.14907, 3.45228, 2.58977], [-0.06539, -4.51278, -0.73772], [-4.49279, 0.55146, -0.16599], [1.25513, 1.08090, 2.72039], [-1.28200, -6.55764, -0.20024], [-3.10216, 0.51594, -0.18251], [-2.47568, -0.82119, 4.49553], [-3.64431, -6.80530, -0.90067], [-2.42230, -6.05495, -0.84296], [1.11543, 0.15436, -2.42052], [0.42608, 0.04251, 3.48567], [4.77698, 0.77274, 3.19240], [3.43074, 0.65557, -1.08705], [-0.49348, 3.81088, -0.14885], [-2.11585, 2.75338, -2.50270], [2.05940, -1.35336, -1.51034], [0.74848, -6.17659, 0.33172], [3.11958, -0.43419, 0.26930], [-0.44626, 1.36074, -3.20890], [-2.92153, -0.01699, 5.08662], [0.09266, 1.29025, 1.04240], [-1.64029, -1.23367, 5.05829], [0.36756, 0.27757, 4.55462], [0.31241, 2.06088, -1.78374], [-1.43403, 4.84410, 4.12864], [-4.86002, -0.30298, 3.09436], [-5.06610, 0.80259, -1.04730], [-2.98390, 1.42789, -3.27446], [0.98448, 2.08436, 3.08075], [-2.91422, 2.89657, 3.11104], [2.88322, 1.85567, 0.96163], [2.32129, 0.95600, 2.86321], [-3.22924, -1.59973, 4.37335], [1.90679, 0.66973, -2.97884], [-6.20892, 0.22901, 1.07723], [0.75469, -0.66828, -3.04205], [-3.74544, 2.34916, -1.96906], [-3.24944, -4.40133, -1.90836], [0.90098, -0.93775, 3.38195], [1.68040, 2.19299, -0.27180]],
  "forces_ev_per_a": [[-0.008, 0.074, 0.014], [0.080, -0.012, 0.113], [0.050, 0.156, 0.124], [0.064, 0.036, 0.057], [-0.006, 0.082, -0.020], [0.074, -0.017, 0.022], [-0.048, -0.008, 0.114], [-0.033, -0.049, -0.045], [-0.122, -0.047, 0.030], [-0.009, 0.141, 0.071], [-0.181, 0.118, -0.119], [-0.023, 0.014, -0.038], [0.045, -0.094, -0.003], [0.002, 0.174, 0.057], [-0.008, 0.140, -0.160], [0.024, -0.022, 0.020], [-0.007, 0.081, -0.054], [-0.077, -0.096, -0.043], [-0.054, 0.023, -0.063], [0.043, 0.031, -0.026], [0.016, -0.003, -0.013], [0.026, 0.114, -0.024], [-0.021, 0.009, -0.058], [-0.274, -0.141, -0.179], [-0.021, -0.028, 0.010], [0.028, 0.096, -0.012], [0.016, 0.000, 0.031], [0.022, -0.096, -0.007], [0.051, -0.004, 0.027], [0.036, -0.001, 0.070], [-0.006, 0.005, -0.019], [0.036, -0.065, 0.057], [0.162, -0.213, 0.015], [-0.028, -0.073, 0.031], [0.060, 0.084, -0.265], [0.002, -0.022, 0.049], [0.086, -0.053, -0.051], [0.050, 0.012, 0.031], [0.067, -0.043, 0.061], [-0.060, -0.028, -0.020], [0.060, -0.119, -0.239], [-0.024, -0.055, 0.071], [0.021, 0.027, -0.145], [-0.009, -0.010, -0.017], [-0.013, 0.025, -0.045], [0.005, 0.008, 0.005], [-0.048, -0.061, 0.122], [0.002, 0.011, 0.013], [-0.004, 0.005, 0.035], [-0.048, -0.041, -0.003], [-0.021, 0.006, -0.003], [-0.023, -0.074, -0.002], [0.008, 0.025, 0.012], [0.042, 0.007, -0.002], [0.011, 0.017, -0.046], [0.009, 0.010, 0.022], [-0.009, -0.012, 0.009], [-0.009, 0.033, -0.002], [0.004, -0.009, -0.008], [0.006, 0.018, -0.060], [-0.037, 0.013, 0.004], [-0.002, -0.020, 0.030], [-0.045, -0.109, 0.364], [0.003, -0.019, -0.017], [0.042, 0.012, 0.085], [-0.003, -0.004, 0.002], [0.022, 0.043, 0.003], [-0.003, 0.004, -0.005], [-0.014, 0.005, 0.029], [-0.010, -0.018, -0.024], [0.027, 0.010, 0.027]],
  "e_above_lowest_kcal_mol": 11.7,
  "e_lumo_ev": 1.64,
  "total_charge": -1
}



(2)
{
  "formula": "C3H3NO",
  "method": "ωB97M-V/def2-TZVPD",
  "elements": ["O", "N", "C", "C", "C", "H", "H", "H"],
  "coordinates": [[2.15756, 0.83237, -0.77524], [-0.64955, -0.62647, 0.67336], [1.39779, 0.57715, 0.11837], [-1.87345, -0.43835, 0.42058], [0.06991, 0.02486, -0.24742], [1.71613, 0.52555, 1.28135], [-2.56046, -0.99508, -0.20764], [-0.25793, 0.09996, -1.26336]],
  "forces_ev_per_a": [[0.708, 1.026, 0.111], [-1.020, 2.382, -1.191], [-0.133, -2.382, 0.993], [-0.948, -1.018, 1.503], [2.292, -0.464, 1.576], [-0.761, 0.373, -2.175], [0.171, -0.519, -0.430], [-0.310, 0.602, -0.387]],
  "e_above_lowest_kcal_mol": 106.0,
  "e_lumo_ev": -0.74
}



(3)
{
  "formula": "C11H10FNO5S",
  "method": "ωB97M-V/def2-TZVPD",
  "elements": ["S", "F", "O", "O", "O", "O", "O", "N", "C", "C", "C", "C", "C", "C", "C", "C", "C", "C", "C", "H", "H", "H", "H", "H", "H", "H", "H", "H", "H"],
  "coordinates": [[-0.63429, 1.61226, 2.45264], [-2.00368, 1.06948, 3.39562], [3.46715, -2.51984, 1.25030], [-1.90591, 4.39894, 0.13997], [-1.93071, 2.81016, -4.23618], [0.62292, 1.05371, 3.22690], [-0.53642, 3.15386, 2.55114], [-0.80434, 3.80897, -2.10337], [-0.60052, -1.22310, -1.19903], [-0.50466, -0.68453, 0.38083], [-1.10028, 1.38177, -2.11023], [-0.19260, -1.83263, 1.51058], [-1.32878, 3.51849, -0.68119], [-0.71180, 0.92832, 0.71078], [-1.38265, 2.71402, -3.02245], [2.27100, -2.35109, 0.36037], [-0.88964, -0.19998, -2.48429], [0.90191, -2.97645, 1.00976], [-1.02689, 1.91239, -0.56117], [2.45648, -2.90863, -0.67114], [4.19647, -2.03207, 0.73146], [-0.44377, -2.37876, -1.42935], [0.39881, -3.63818, 0.17855], [-0.96202, -0.54190, -3.60085], [1.19286, -3.64026, 1.93053], [-1.19771, -2.43351, 1.72010], [2.22513, -1.19959, 0.12257], [0.19782, -1.42811, 2.53714], [0.22614, 3.62627, -2.11000]],
  "forces_ev_per_a": [[5.399, 3.313, 4.978], [2.395, 0.871, -2.550], [-0.381, 1.075, -2.447], [4.093, -6.300, -5.899], [3.867, -0.446, 8.354], [-5.399, 0.691, -3.529], [-1.817, -5.826, -1.420], [-1.640, -0.323, -0.256], [-0.452, 3.805, -0.074], [-0.385, 1.477, -2.319], [0.320, -2.212, 2.724], [-0.021, -0.727, -0.002], [-1.752, 2.638, 3.118], [-1.069, -1.910, -4.679], [-1.370, -1.039, -3.588], [0.321, 0.151, -0.657], [-0.048, 1.654, 4.716], [0.185, 0.597, -0.401], [-0.152, -2.662, -0.700], [-0.264, 1.083, 2.108], [-1.579, -1.195, 1.395], [-0.360, 2.886, 0.674], [1.009, 1.156, 1.812], [0.188, 0.601, 2.503], [-0.625, 1.273, -1.823], [1.976, 1.507, -0.476], [-0.445, -2.204, 0.469], [-0.896, -0.217, -2.191], [-1.101, 0.284, 0.160]],
  "smiles": "O=C1NC(=O)c2c1ccc(CCCO)c2S(=O)(=O)F",
  "e_lumo_ev": -2.48
}



(4)
{
  "formula": "C8H9NOS",
  "method": "ωB97M-V/def2-TZVPD",
  "elements": ["S", "O", "N", "C", "C", "C", "C", "C", "C", "C", "C", "H", "H", "H", "H", "H", "H", "H", "H", "H"],
  "coordinates": [[1.29925, 1.37960, -1.06128], [-1.54051, -0.54910, -2.37234], [0.79816, 1.35221, 1.40992], [-1.18296, -0.40562, -1.09597], [-0.11403, 0.50008, 0.92359], [-1.82860, -1.04459, 1.20832], [-1.95962, -1.15579, -0.17253], [1.30347, 2.25353, 0.41549], [2.40340, -0.32042, -1.31136], [-0.12607, 0.40719, -0.48470], [-0.97370, -0.19521, 1.72952], [-2.32568, -0.99816, -2.39298], [-0.69569, 0.00013, 2.74540], [1.53207, -0.98881, -1.64678], [2.47449, -0.74993, -0.34208], [-2.59795, -1.97151, -0.48068], [-2.45892, -1.80934, 1.64521], [3.28286, -0.40139, -1.80586], [0.47769, 1.87122, 2.32199], [2.23235, 2.82588, 0.76714]],
  "forces_ev_per_a": [[0.147, -0.639, -0.378], [4.168, 2.470, -1.116], [0.051, 2.400, 3.358], [0.126, -0.207, 3.132], [-0.330, 0.046, -2.228], [-2.099, -2.483, -1.909], [1.029, 0.669, -0.541], [1.243, -0.015, -0.022], [-5.504, -0.488, 1.553], [-1.003, -0.426, -0.823], [1.832, 1.431, 2.253], [-3.073, -1.816, -0.144], [-0.746, -0.526, 0.892], [1.494, 0.908, -0.571], [0.571, 0.073, 1.310], [-0.190, 0.218, -0.673], [0.162, 0.509, 1.160], [2.505, 0.285, -1.909], [0.997, -1.514, -2.354], [-1.380, -0.895, -0.988]],
  "e_above_lowest_kcal_mol": 115.6,
  "e_lumo_ev": 0.77
}



(5)
{
  "formula": "C4H6LuO",
  "method": "ωB97M-V/def2-TZVPD",
  "elements": ["Lu", "O", "C", "C", "C", "C", "H", "H", "H", "H", "H", "H"],
  "coordinates": [[2.02816, -0.65178, 0.88407], [1.40316, -0.55448, -1.15174], [-0.78597, -1.18669, -1.89036], [-0.35897, 1.44472, 1.84592], [0.45527, 0.43232, 2.24295], [0.28890, -0.37377, -1.91402], [-0.93412, -1.87996, -1.05649], [0.45839, 0.28906, -2.77733], [-1.36486, -1.34266, -2.80093], [-1.27552, 1.71688, 2.38905], [-0.07385, 2.09909, 1.01174], [0.15942, 0.00726, 3.21714]],
  "forces_ev_per_a": [[-2.226, 1.144, -2.441], [0.719, 0.396, 4.072], [1.133, 0.177, 0.188], [0.947, -0.239, -0.011], [0.031, -0.016, -0.416], [-0.479, -1.301, -1.614], [0.072, 0.078, -0.357], [-0.028, -0.165, 0.545], [-0.328, 0.643, 0.552], [0.533, -0.036, -0.117], [-0.490, -0.428, 0.041], [0.117, -0.251, -0.441]],
  "e_lumo_ev": -6.44,
  "total_charge": 1
}



(6)
{
  "formula": "C15H31CaClP2",
  "method": "ωB97M-V/def2-TZVPD",
  "elements": ["Ca", "Cl", "P", "P", "C", "C", "C", "C", "C", "C", "C", "C", "C", "C", "C", "C", "C", "C", "C", "H", "H", "H", "H", "H", "H", "H", "H", "H", "H", "H", "H", "H", "H", "H", "H", "H", "H", "H", "H", "H", "H", "H", "H", "H", "H", "H", "H", "H", "H", "H"],
  "coordinates": [[0.05076, 0.30398, 5.01868], [-0.05210, 2.33728, 6.37172], [0.06485, 1.70426, -2.01668], [0.13169, -1.37129, -2.12241], [-0.78543, -1.52670, 2.34509], [-1.48809, 0.68921, 1.17570], [-1.87783, -0.71232, 1.73034], [1.18128, -0.58514, 1.05690], [0.30863, 0.93293, -3.72165], [1.65282, 0.81147, 1.54211], [0.10733, -1.81849, 6.05709], [0.62225, 1.67408, 2.19885], [1.15815, 3.13661, -2.37300], [-1.53658, 2.50974, -2.47074], [-0.96494, -2.79487, -2.48724], [-0.71390, 1.58615, 2.08383], [1.70406, -2.13550, -2.73319], [-0.22656, -0.49634, -3.74885], [0.52893, -1.43655, 2.09191], [2.01210, -2.92591, -2.03490], [0.87354, 3.60868, -3.32343], [0.24137, -1.07400, -4.56142], [-2.44056, 1.20527, 0.95842], [2.49130, -1.37088, -2.79732], [0.38964, -2.56276, 5.28807], [1.52920, -2.57277, -3.72951], [0.55242, -0.47753, 0.15842], [2.19600, 2.78517, -2.43442], [-2.35797, -1.26800, 0.89039], [-2.00763, -2.45634, -2.44831], [-1.43117, 3.01361, -3.44471], [-0.80258, -3.56891, -1.72827], [1.03950, 2.49447, 2.78923], [-2.68986, -0.58694, 2.47383], [2.09471, 1.34083, 0.66838], [1.06758, 3.86194, -1.55615], [-1.79219, 3.24943, -1.70015], [-2.33090, 1.75248, -2.53102], [2.50516, 0.65517, 2.23360], [0.86668, -1.91124, 6.85820], [-0.84146, -2.17844, 6.49324], [-0.74228, -3.19651, -3.48498], [1.23079, -2.06954, 2.65556], [-1.31698, -0.51675, -3.90028], [-1.14292, -2.29802, 3.03378], [-0.21182, 1.55882, -4.46419], [-1.34519, 2.27968, 2.65572], [1.38607, 0.96410, -3.94978], [2.08765, -1.12580, 0.72410], [-0.97546, 0.58216, 0.20946]],
  "forces_ev_per_a": [[-0.034, -0.317, -0.599], [-0.021, 0.550, 0.177], [0.151, 0.632, -1.361], [-0.231, -0.610, -1.535], [0.370, -0.300, 0.107], [-0.647, -0.474, -0.542], [-0.611, 0.405, -0.500], [0.440, 0.517, -0.637], [0.008, -0.028, 0.328], [0.571, -0.533, -0.440], [0.125, -0.399, 0.106], [-0.348, 0.230, 0.141], [0.017, 0.249, 0.198], [-0.101, 0.098, 0.306], [-0.013, -0.256, 0.138], [0.248, 0.266, 0.487], [0.106, -0.084, 0.311], [0.010, -0.017, 0.282], [-0.170, -0.282, 0.571], [0.117, 0.214, -0.212], [0.156, -0.020, 0.220], [-0.325, 0.099, 0.163], [0.330, -0.193, -0.016], [-0.121, -0.286, 0.035], [-0.050, -0.007, 0.185], [0.165, 0.101, 0.355], [0.423, -0.078, 0.627], [-0.187, 0.176, 0.058], [0.308, 0.207, 0.504], [0.171, -0.192, 0.024], [-0.129, -0.122, 0.351], [-0.181, 0.017, -0.200], [-0.241, -0.171, 0.113], [0.359, -0.066, -0.208], [-0.266, -0.182, 0.460], [0.159, -0.001, -0.211], [-0.137, -0.179, -0.210], [0.122, 0.266, 0.046], [-0.349, 0.218, -0.124], [-0.255, 0.026, -0.224], [0.215, 0.074, -0.088], [-0.165, -0.028, 0.219], [-0.513, 0.067, -0.099], [0.264, 0.106, 0.042], [0.305, 0.256, 0.048], [0.326, -0.102, 0.175], [0.465, -0.035, -0.083], [-0.282, -0.107, 0.081], [-0.331, 0.245, 0.028], [-0.221, 0.050, 0.402]],
  "e_above_lowest_kcal_mol": 0.0,
  "e_lumo_ev": 0.24
}



Q: Which formula does entry 4 have?
A: C8H9NOS